[1]
# C32H55FeNP2Si

A structure of composition C32H55FeNP2Si in a non-equilibrium geometry (the ωB97M-V functional and the def2-TZVPD basis, OMol25).

Last column: Löwdin charge in e.
Geometry (Å):
Fe: 2.2487 0.2738 -2.6245  0.294
C: 0.2490 -1.4571 1.1428  -0.197
C: 0.8080 -0.1891 1.5027  -0.166
C: -1.4636 0.0666 1.4498  -0.206
C: -1.1643 -1.2865 1.1512  -0.181
C: -0.2493 0.7526 1.7009  -0.211
C: 0.9288 -2.7838 1.1059  -0.056
H: 2.0103 -2.6796 1.1340  0.033
H: 0.7098 -3.3506 0.2018  0.059
H: 0.6543 -3.4390 1.9471  0.097
C: -2.1977 -2.3289 0.9241  -0.021
H: -1.7087 -3.2694 0.6466  0.076
H: -2.9225 -2.0464 0.1406  0.064
H: -2.7742 -2.4865 1.8611  0.108
C: -2.8409 0.6187 1.5161  -0.026
H: -3.4208 0.0145 2.2341  0.094
H: -3.3576 0.5652 0.5400  0.088
H: -2.8313 1.6598 1.8495  0.074
C: -0.0961 2.1084 2.2942  -0.047
H: -0.0337 2.0751 3.3941  0.099
H: -0.9217 2.7848 2.0643  0.070
H: 0.8100 2.5965 1.9327  0.038
C: 2.2179 0.0857 1.8451  -0.010
H: 2.4226 0.2906 2.8982  0.105
H: 2.5015 0.9670 1.2738  0.059
H: 2.8523 -0.7348 1.5183  0.055
C: 3.0736 0.3555 -4.1942  -0.290
C: 3.9121 -0.5793 -3.3548  -0.442
C: 5.3559 -0.0363 -2.9404  -0.148
C: 5.4018 1.4185 -2.4514  -0.198
C: 4.1118 1.8967 -1.9050  -0.126
C: 3.2464 2.7844 -2.6689  -0.358
C: 3.4569 2.8936 -4.2519  -0.113
C: 3.6570 1.5198 -4.9111  -0.162
H: 6.1086 -0.1418 -3.7455  0.123
H: 5.8767 2.0908 -3.2081  0.128
H: 5.7424 -0.6799 -2.1518  0.085
H: 4.7405 1.2850 -5.0614  0.130
H: 2.3169 -0.1766 -4.8075  0.126
H: 4.1636 -1.2943 -4.1963  0.148
H: 3.1106 1.5083 -5.8811  0.130
H: 2.5937 3.4487 -4.6779  0.115
H: 3.3677 3.8674 -2.3437  0.133
H: 4.3520 3.5193 -4.4290  0.120
H: 6.0778 1.5028 -1.5943  0.116
H: 4.1177 2.1949 -0.8089  0.122
P: 2.9299 -1.5978 -2.1182  0.881
C: 2.1421 -2.8153 -3.2480  -0.215
C: 3.9268 -2.1972 -0.7800  -0.213
P: 0.7735 3.3982 -1.0098  0.981
C: 1.7972 2.2887 -2.2036  -0.341
C: 2.0994 3.9541 0.1105  -0.263
C: 0.2472 4.3531 -2.4222  -0.252
H: 1.2832 -2.3071 -3.7576  0.035
H: 1.8356 -3.6944 -2.6556  0.060
H: 2.9676 -3.0078 -3.9600  0.051
H: 4.6235 -1.3757 -0.5863  0.054
H: 4.4274 -3.1271 -1.0846  0.075
H: 3.3375 -2.3304 0.1119  -0.004
H: 1.0443 4.3798 -3.1668  0.033
H: 0.0011 5.3502 -2.0872  0.051
H: -0.6308 3.9062 -2.8783  0.045
H: 1.2104 1.9642 -3.1224  0.110
H: 1.8685 1.3968 -1.3597  0.077
H: 1.7207 4.5933 0.9123  0.052
H: 2.8180 4.4992 -0.5065  0.032
H: 2.6149 3.1281 0.5901  0.021
C: -1.0382 -2.6287 -2.1767  -0.169
Si: -1.6866 -0.9936 -2.8535  0.452
C: -1.2265 -0.8091 -4.6689  -0.167
C: -3.5429 -1.1527 -2.5985  -0.154
N: -1.0495 0.4283 -1.9748  0.057
C: -1.7977 1.5255 -1.9802  -0.406
C: -2.7624 1.8779 -3.0070  -0.059
C: -3.7368 2.8469 -2.7994  -0.073
C: -3.6801 3.6430 -1.6348  -0.064
C: -2.6548 3.4513 -0.6964  -0.091
C: -1.6982 2.4533 -0.8844  -0.183
H: -1.8961 -3.2159 -1.8200  0.038
H: -0.3271 -2.5279 -1.3534  -0.002
H: -0.5626 -3.2086 -2.9735  0.016
H: -1.4206 -1.7547 -5.1968  0.043
H: -1.8153 -0.0200 -5.1575  0.025
H: -0.1681 -0.5421 -4.7960  0.003
H: -3.7740 -1.5769 -1.6139  0.016
H: -4.0705 -0.1963 -2.6606  0.022
H: -3.9737 -1.8161 -3.3597  0.047
H: -2.8145 1.3200 -3.9478  0.085
H: -4.5494 3.0230 -3.5188  0.115
H: -4.4315 4.4315 -1.4627  0.114
H: -2.5758 4.0958 0.1915  0.116
H: -0.9972 2.1500 -0.0912  0.018

ΔE to the lowest compared entry with this formula, charge and spin = 225.02 kcal per mole
HOMO-LUMO gap (spin up / spin down) = 6.1 / 5.5 eV
Net charge = +1
Expectation value of S² = 9.02
2S+1 = 6


[2]
# C32H56AlN3O2P3S3

A structure of composition C32H56AlN3O2P3S3 in a non-equilibrium geometry (the ωB97M-V functional and the def2-TZVPD basis, OMol25).

Last column: Löwdin charge in e.
Geometry (Å):
Al: 0.0682 0.2140 -0.2470  0.135
C: 1.2558 -2.9398 1.2465  -0.116
C: 1.7303 -3.0695 -0.1996  -0.529
C: 2.0141 -4.5311 -0.5319  -0.098
P: 0.4544 -2.1815 -1.2495  1.055
C: 0.6015 -2.9034 -2.9758  -0.526
C: 1.9502 -2.5047 -3.5613  -0.152
C: -0.5424 -2.3166 -3.7966  -0.116
C: -1.0903 -2.8956 -0.6298  -0.309
C: -1.4973 -4.1947 -0.8968  -0.061
C: -2.6910 -4.7003 -0.4082  -0.285
C: -3.1194 -6.1064 -0.7128  -0.058
C: -3.4948 -3.8519 0.3468  -0.036
C: -3.1154 -2.5556 0.6205  -0.025
C: -1.8971 -2.0433 0.1553  -0.296
N: -1.4916 -0.7499 0.3400  -0.114
C: -2.1657 0.1281 1.1941  -0.410
C: -2.4288 -0.1400 2.5353  -0.040
C: -2.8767 0.8693 3.3632  -0.032
C: -3.0675 2.1625 2.8885  -0.271
C: -3.4618 3.2625 3.8277  -0.046
C: -2.8376 2.4240 1.5446  -0.054
C: -2.4057 1.4195 0.6876  -0.350
P: -2.0962 1.5639 -1.1045  1.076
C: -1.7460 3.3807 -1.3582  -0.558
C: -0.3687 3.6807 -0.7840  -0.185
C: -1.7983 3.6943 -2.8517  -0.120
C: -3.8957 1.4485 -1.7309  -0.512
C: -4.8563 2.4638 -1.1270  -0.106
C: -4.3816 0.0262 -1.4741  -0.124
H: 2.0510 -3.2060 1.9411  0.082
H: 0.4033 -3.5935 1.4289  0.084
H: 0.9405 -1.9094 1.4459  0.033
H: 2.6527 -2.4883 -0.3252  0.049
H: 1.1158 -5.1372 -0.4360  0.067
H: 2.7526 -4.9117 0.1745  0.082
H: 2.4176 -4.6520 -1.5347  0.062
H: 0.5190 -3.9944 -2.9491  0.101
H: 2.0472 -1.4203 -3.5337  0.045
H: 2.0393 -2.8430 -4.5938  0.083
H: 2.7591 -2.9415 -2.9782  0.049
H: -0.4768 -1.2284 -3.7934  0.077
H: -1.5069 -2.6017 -3.3792  0.067
H: -0.4976 -2.6640 -4.8281  0.080
H: -0.8709 -4.8308 -1.5061  0.100
H: -2.2584 -6.7498 -0.8841  0.073
H: -3.7407 -6.1314 -1.6098  0.080
H: -3.7035 -6.5208 0.1062  0.074
H: -4.4407 -4.2115 0.7249  0.113
H: -3.7777 -1.9164 1.1849  0.103
H: -2.2298 -1.1282 2.9296  0.124
H: -3.0440 0.6649 4.4115  0.114
H: -4.0041 2.8664 4.6834  0.076
H: -4.0814 4.0020 3.3255  0.077
H: -2.5655 3.7616 4.1979  0.078
H: -2.9769 3.4317 1.1800  0.112
H: -2.4958 3.9827 -0.8333  0.090
H: 0.3788 3.0074 -1.2160  0.024
H: -0.3574 3.5362 0.2959  0.032
H: -0.0617 4.7050 -0.9897  0.081
H: -1.1327 3.0277 -3.3988  0.078
H: -1.4853 4.7205 -3.0341  0.078
H: -2.8050 3.5779 -3.2472  0.059
H: -3.8253 1.5973 -2.8155  0.097
H: -4.8652 2.3751 -0.0428  0.067
H: -5.8665 2.2776 -1.4897  0.080
H: -4.5882 3.4827 -1.3930  0.065
H: -4.5096 -0.1435 -0.4069  0.069
H: -3.6631 -0.7034 -1.8475  0.067
H: -5.3391 -0.1495 -1.9634  0.079
C: 0.8924 5.2763 2.9424  -0.071
C: 2.2164 4.5929 3.2456  -0.331
O: 2.1071 3.1790 3.2456  -0.334
P: 2.3130 2.2902 1.9324  -0.011
S: 0.5875 1.1589 1.8939  0.497
S: 2.8951 3.3718 0.4029  0.329
O: 3.4608 1.3254 2.5205  -0.317
C: 3.6099 -0.0344 2.1548  -0.349
C: 4.3079 -0.7754 3.2793  -0.061
H: 0.9702 6.3413 3.1532  0.076
H: 0.1045 4.8459 3.5542  0.069
H: 0.6409 5.1432 1.8922  0.051
H: 2.5596 4.8418 4.2536  0.118
H: 2.9666 4.8950 2.5067  0.059
H: 4.1958 -0.1030 1.2334  0.056
H: 2.6215 -0.4686 1.9639  0.041
H: 5.2898 -0.3440 3.4504  0.073
H: 4.4180 -1.8209 3.0009  0.071
H: 3.7306 -0.7093 4.1998  0.080
C: 5.8845 1.4809 -0.4348  -0.110
N: 5.9779 0.4792 -1.4675  -0.058
C: 4.9564 -0.2747 -1.8996  -0.856
N: 5.2428 -1.2391 -2.8159  0.081
S: 3.3974 -0.1253 -1.3397  0.676
H: 6.4791 2.3545 -0.7055  0.089
H: 6.2314 1.0870 0.5257  0.088
H: 4.8438 1.7888 -0.3293  -0.035
H: 6.8981 0.2958 -1.8393  0.136
H: 6.0966 -1.2027 -3.3499  0.098
H: 4.4449 -1.6434 -3.2779  0.054

ΔE to the lowest compared entry with this formula, charge and spin = 28.32 kcal per mole
HOMO-LUMO gap (spin up / spin down) = 5.6 / 7.1 eV
Net charge = 0
Expectation value of S² = 0.75
2S+1 = 2


[3]
# C32H56As2N8Ti

A structure of composition C32H56As2N8Ti (the ωB97M-V functional and the def2-TZVPD basis, OMol25).

Last column: Löwdin charge in e.
Geometry (Å):
Ti: -0.0171 0.0679 -0.0486  0.847
C: -0.5356 -0.9394 3.7593  -0.216
As: 0.6552 0.0271 2.5837  1.171
C: 0.7219 1.7609 3.4473  -0.212
C: 2.3834 -0.7399 2.8796  -0.439
C: 2.7214 -1.3070 4.1045  -0.069
C: 4.0065 -1.7971 4.3012  -0.011
C: 4.9437 -1.7139 3.2811  -0.007
C: 4.6074 -1.1425 2.0586  -0.061
C: 3.3218 -0.6514 1.8527  -0.430
As: 2.8171 0.2217 0.2002  1.141
C: 4.1608 -0.3807 -1.0578  -0.234
C: 3.3613 2.0683 0.4566  -0.232
H: -0.2881 -0.6827 4.7890  0.063
H: -0.4155 -2.0106 3.6187  0.031
H: -1.5666 -0.6513 3.5678  0.019
H: 1.1341 1.6108 4.4454  0.068
H: -0.2862 2.1653 3.5345  0.032
H: 1.3589 2.4532 2.9025  0.021
H: 2.0007 -1.3714 4.9106  0.113
H: 4.2747 -2.2398 5.2512  0.135
H: 5.9456 -2.0928 3.4337  0.136
H: 5.3641 -1.0939 1.2881  0.106
H: 5.1293 -0.2632 -0.5753  0.050
H: 4.1498 0.2488 -1.9438  0.049
H: 4.0136 -1.4236 -1.3321  0.059
H: 4.3852 2.0678 0.8300  0.067
H: 2.7200 2.5738 1.1758  0.011
H: 3.3325 2.5902 -0.4997  0.045
C: 0.8642 -3.0967 0.3650  -0.005
N: -0.3632 -3.2705 1.1314  -0.092
C: -0.2712 -4.3607 2.1180  0.005
C: -1.4532 -2.5188 0.9979  -0.326
N: -1.3098 -1.2463 0.4528  -0.022
C: -2.3699 -0.5722 -0.2194  -0.272
C: -3.3198 -1.2289 -1.0253  -0.020
C: -4.3082 -0.5096 -1.6497  0.002
C: -4.3378 0.8937 -1.5495  0.004
C: -3.3539 1.5579 -0.8601  -0.003
C: -2.3655 0.8364 -0.1679  -0.266
N: -1.2374 1.4617 0.4381  -0.024
C: -1.3554 2.7480 0.9765  -0.344
N: -2.3858 3.0259 1.7618  -0.095
C: -2.9904 4.3689 1.8485  0.019
C: -3.1194 1.9947 2.4953  0.007
N: -0.4091 3.6408 0.6923  -0.085
C: -0.1343 4.8024 1.5581  0.002
C: 0.3226 3.6267 -0.5800  0.003
N: -2.6447 -2.9553 1.3951  -0.101
C: -3.0444 -4.3706 1.2948  0.014
C: -3.6988 -2.0775 1.9088  0.011
H: 1.0944 -4.0178 -0.1736  0.130
H: 1.6950 -2.8717 1.0369  0.094
H: 0.7644 -2.3018 -0.3731  0.031
H: 0.6983 -4.2791 2.6098  0.111
H: -0.3328 -5.3375 1.6400  0.118
H: -1.0538 -4.2653 2.8638  0.099
H: -3.2962 -2.3081 -1.1119  0.137
H: -5.0646 -1.0235 -2.2282  0.140
H: -5.1218 1.4513 -2.0447  0.140
H: -3.3427 2.6411 -0.8417  0.139
H: -2.6263 5.0043 1.0486  0.101
H: -2.7965 4.8334 2.8142  0.117
H: -4.0674 4.2470 1.7335  0.119
H: -2.5218 1.0906 2.5705  0.060
H: -4.0704 1.7758 2.0078  0.115
H: -3.3221 2.3705 3.4980  0.124
H: -0.5558 4.6412 2.5451  0.096
H: -0.5271 5.7268 1.1366  0.118
H: 0.9467 4.8992 1.6493  0.108
H: -0.3161 3.9533 -1.4015  0.116
H: 0.7340 2.6422 -0.8041  0.037
H: 1.1535 4.3226 -0.5006  0.111
H: -2.3294 -4.9297 0.7002  0.102
H: -4.0130 -4.4003 0.7950  0.117
H: -3.1524 -4.8279 2.2774  0.115
H: -3.3226 -1.0704 2.0581  0.071
H: -4.0312 -2.4760 2.8679  0.124
H: -4.5513 -2.0533 1.2301  0.110
C: -0.1105 -1.5035 -2.7861  -0.115
C: -0.1935 -1.5107 -4.3433  -0.106
N: 0.1558 -0.2077 -4.8770  -0.139
C: 1.4708 0.1913 -4.4202  -0.111
C: 1.4811 0.2966 -2.8683  -0.165
N: 0.1519 -0.1046 -2.2948  -0.219
C: -0.9075 0.7847 -2.8976  -0.113
C: -0.8105 0.7811 -4.4486  -0.109
H: 0.7146 -2.1309 -2.4450  0.113
H: -1.0379 -1.8566 -2.3338  0.105
H: -1.2006 -1.7668 -4.6708  0.138
H: 0.4852 -2.2610 -4.7466  0.140
H: 1.7298 1.1475 -4.8725  0.138
H: 2.2070 -0.5405 -4.7519  0.140
H: 1.7121 1.3104 -2.5277  0.111
H: 2.2087 -0.3925 -2.4557  0.054
H: -0.7851 1.7879 -2.4866  0.106
H: -1.8700 0.3903 -2.5894  0.089
H: -0.5085 1.7580 -4.8241  0.138
H: -1.7854 0.5486 -4.8762  0.139

HOMO-LUMO gap = 5.9 eV
Net charge = +4


[4]
# C32H57Cl40INO5

A cluster of 21 separate species, C32H57Cl40INO5 in total in a non-equilibrium geometry (the ωB97M-V functional and the def2-TZVPD basis, OMol25).

Last column: Löwdin charge in e.
Geometry (Å):
C: 6.2859 0.2786 -0.2923  -0.196
C: 5.9621 -0.1598 -1.7817  -0.229
C: 4.4188 0.0449 -2.0486  -0.120
C: 3.9682 1.5408 -1.9223  -0.095
C: 4.9136 2.5753 -2.3854  0.109
C: 4.5517 3.9943 -2.3149  0.014
C: 5.4915 5.1376 -2.7958  -0.447
O: 5.8782 5.1753 -3.9178  0.184
O: 5.8551 6.0735 -1.8410  0.109
C: 3.2083 4.3145 -1.7714  -0.136
C: 2.6564 5.7921 -1.6760  -0.143
O: 1.6375 5.9637 -2.7109  -0.203
O: 1.9715 5.1886 -3.8044  -0.032
C: 2.3586 3.2252 -1.3423  -0.436
I: 0.3961 3.6801 -0.5681  1.119
N: 2.7361 1.8706 -1.3997  -0.078
O: 1.8506 0.9729 -0.9261  -0.137
C: 1.2375 0.1792 -1.9923  -0.242
C: -0.2590 0.5909 -2.3186  -0.105
H: 5.3816 0.1013 0.3570  0.038
H: 6.4776 1.3796 -0.2851  0.035
H: 7.1424 -0.2855 0.1565  0.016
H: 6.1616 -1.2687 -1.8360  0.124
H: 6.6096 0.3544 -2.5440  0.094
H: 4.2396 -0.2282 -3.1349  0.115
H: 3.7686 -0.6553 -1.4608  0.132
H: 5.9146 2.2657 -2.7720  0.139
H: 5.4429 5.8353 -0.9880  0.122
H: 2.2254 6.0032 -0.6620  0.111
H: 3.4484 6.5530 -1.9149  0.133
H: 1.3265 4.4505 -3.8310  0.106
H: 1.8909 0.1215 -2.9013  -0.006
H: 1.1700 -0.8757 -1.5922  0.113
H: -0.8034 0.9624 -1.4080  0.038
H: -0.2413 1.3317 -3.1551  0.051
H: -0.7932 -0.3509 -2.6335  0.055
C: 9.8683 1.7228 -0.0644  -0.970
Cl: 9.5528 0.3734 -1.1633  0.551
Cl: 8.6659 1.8050 1.2333  0.531
H: 10.8521 1.5919 0.3772  0.032
H: 9.8379 2.6498 -0.6305  0.029
C: -2.4340 -1.5954 -0.4108  -1.058
Cl: -3.6529 -0.8967 -1.4844  0.549
Cl: -1.4313 -2.7816 -1.2558  0.521
H: -1.7963 -0.8003 -0.0398  -0.095
H: -2.9348 -2.0856 0.4207  0.025
C: -7.1239 -1.9900 -2.0325  -1.071
Cl: -7.7887 -2.3151 -0.4288  0.510
Cl: -7.5330 -3.2839 -3.1703  0.534
H: -7.5353 -1.0491 -2.3994  -0.096
H: -6.0434 -1.9175 -1.9569  -0.040
C: -1.8163 7.0621 -1.8734  -1.031
Cl: -1.4417 7.5000 -0.2011  0.491
Cl: -3.2471 6.0279 -1.9613  0.504
H: -2.0006 7.9694 -2.4420  0.033
H: -0.9686 6.5271 -2.2947  -0.007
C: -7.4660 -1.9431 -6.6601  -1.033
Cl: -6.0428 -2.2942 -7.6503  0.497
Cl: -7.9902 -0.2670 -6.8572  0.484
H: -8.2757 -2.6022 -6.9612  0.033
H: -7.2194 -2.1143 -5.6167  -0.038
C: -11.1897 1.2974 -4.9583  -1.010
Cl: -11.4526 0.7718 -6.6238  0.500
Cl: -10.2672 0.0973 -4.0452  0.485
H: -10.6385 2.2339 -4.9673  0.032
H: -12.1538 1.4407 -4.4778  -0.006
C: 2.1615 -0.1189 -5.9376  -0.945
Cl: 2.0597 1.3029 -4.8840  0.598
Cl: 2.0303 -1.6163 -5.0086  0.566
H: 1.3510 -0.0791 -6.6601  0.039
H: 3.1180 -0.1061 -6.4530  0.036
C: -7.2910 1.8696 -0.4406  -0.965
Cl: -5.9290 0.9927 0.2691  0.495
Cl: -7.9373 1.0310 -1.8579  0.562
H: -8.0791 1.9582 0.3025  0.032
H: -6.9528 2.8578 -0.7405  0.029
C: -1.5182 -6.1336 0.5926  -1.027
Cl: -1.6331 -4.7207 1.6483  0.485
Cl: -1.6502 -7.6355 1.5113  0.511
H: -2.3222 -6.0947 -0.1375  0.027
H: -0.5569 -6.1154 0.0855  0.027
C: 5.5746 0.5024 3.8875  -1.012
Cl: 4.3454 1.2034 2.8206  0.527
Cl: 6.5568 -0.7020 3.0426  0.536
H: 6.2208 1.2961 4.2478  -0.042
H: 5.0800 0.0166 4.7258  -0.061
C: 1.7025 -8.1776 3.8004  -1.029
Cl: 3.1345 -8.4971 2.8100  0.525
Cl: 1.1527 -6.5108 3.6055  0.498
H: 0.9048 -8.8497 3.4941  0.028
H: 1.9518 -8.3505 4.8448  -0.061
C: 5.0564 -7.0357 -0.4021  -1.034
Cl: 3.8229 -6.3379 -1.4610  0.484
Cl: 6.0625 -8.2006 -1.2689  0.508
H: 5.6885 -6.2368 -0.0244  0.025
H: 4.5649 -7.5407 0.4244  -0.020
C: -15.2894 0.7651 -7.1006  -1.033
Cl: -14.9398 1.1663 -5.4144  0.505
Cl: -16.7075 -0.2799 -7.2316  0.511
H: -15.4771 1.6842 -7.6488  0.028
H: -14.4313 0.2502 -7.5239  0.006
C: -3.3668 1.4853 3.1491  -1.084
Cl: -4.4803 0.2244 3.6885  0.510
Cl: -2.5377 1.0072 1.6552  0.510
H: -3.9235 2.3960 2.9621  -0.058
H: -2.6303 1.6562 3.9223  -0.046
C: 4.2688 -10.6391 5.7151  -1.014
Cl: 2.8787 -9.8697 6.4960  0.548
Cl: 4.2764 -12.3830 5.9928  0.518
H: 4.2192 -10.4523 4.6460  -0.012
H: 5.1811 -10.2130 6.1235  0.030
C: 1.2045 -0.7988 3.0174  -1.002
Cl: 0.9204 -2.0220 4.2603  0.548
Cl: 0.3650 -1.2110 1.5149  0.548
H: 0.8373 0.1608 3.3745  0.006
H: 2.2713 -0.7364 2.8199  -0.013
C: 1.8479 -0.2941 7.3347  -1.032
Cl: 3.3617 -0.3392 6.4165  0.531
Cl: 2.0937 -0.8218 9.0014  0.531
H: 1.4697 0.7232 7.3395  -0.019
H: 1.1289 -0.9544 6.8572  -0.012
C: -0.0401 3.8265 4.9080  -0.970
Cl: 1.3219 2.9446 5.6063  0.546
Cl: -0.7071 2.9705 3.5100  0.552
H: -0.8172 3.9320 5.6604  0.037
H: 0.3018 4.8075 4.5897  0.031
C: 8.6769 1.7490 6.6317  -1.000
Cl: 8.6127 1.8299 4.8651  0.519
Cl: 7.5716 2.9143 7.3676  0.513
H: 8.3959 0.7483 6.9484  0.031
H: 9.6899 1.9693 6.9568  0.030
C: -7.5379 2.9529 4.6939  -0.993
Cl: -6.0001 2.9611 3.8179  0.539
Cl: -7.3217 2.4161 6.3619  0.521
H: -7.9465 3.9596 4.6974  0.029
H: -8.2242 2.2762 4.1918  0.031

HOMO-LUMO gap = 7.6 eV
Net charge = +1


Computed electronic energy (hartree) in order:
-3542.41922; -4028.92127; -7010.64293; -20389.31974